(1)
Here is the ion C4H8NS with charge +1 from OMol25. Energies are from ωB97M-V/def2-TZVPD.

## Properties
* molecular weight: 102.18 g mol⁻¹
* strongest force on any atom: 5.09 eV Å⁻¹
* total charge: +1
* HOMO energy: -13.44 eV
* ΔE to the lowest compared entry with this formula, charge and spin: 49.6 kcal/mol
* SMILES: C#C[C@@H]([NH3+])SC
* total energy: -16593.2560 eV
* spin multiplicity: 1
* lowest unoccupied orbital energy: -3.91 eV

Structure (XYZ):
```
14
Properties=species:S:1:pos:R:3:forces:R:3
S 1.54582 0.28642 0.84082 0.1 0.6 0.1
N -0.03257 -1.82522 0.16683 -5.0 -0.4 -0.7
C 1.27910 1.68502 -0.34520 1.0 -2.6 -0.7
C -1.24862 0.31870 0.74569 1.1 -1.5 0.1
C -0.08196 -0.55408 1.04361 0.6 2.0 -1.6
C -2.21186 0.99641 0.54797 -1.0 1.1 -0.1
H 0.36080 -1.68284 -0.76839 0.0 0.5 0.2
H 0.83114 2.49841 0.05488 -1.6 2.3 2.0
H -1.12828 -2.19950 0.01264 3.5 1.1 0.4
H -3.06240 1.68290 0.43112 0.9 -0.8 0.0
H 0.46868 -2.58989 0.56738 0.6 -0.6 0.8
H 0.54562 1.27725 -1.05240 1.0 0.4 -0.7
H -0.04833 -0.78712 2.07940 -0.3 -0.9 0.7
H 2.28824 2.07269 -0.62536 -0.8 -1.0 -0.5
```
Positions in Å, forces in eV/Å.

***

(2)
Here is the ion C4H8NS with charge +1 from OMol25. Energies are from ωB97M-V/def2-TZVPD.

## Properties
* molecular weight: 102.18 g mol⁻¹
* strongest force on any atom: 4.00 eV Å⁻¹
* total charge: +1
* HOMO energy: -14.25 eV
* ΔE to the lowest compared entry with this formula, charge and spin: 47.2 kcal/mol
* total energy: -16593.3604 eV
* spin multiplicity: 1
* lowest unoccupied orbital energy: -5.43 eV

Structure (XYZ):
```
14
Properties=species:S:1:pos:R:3:forces:R:3
S -2.10801 0.52730 -0.07622 -0.4 0.8 -1.1
N 0.39246 -0.49079 -0.07252 0.5 -2.2 3.0
C -1.21883 0.44733 1.28955 1.4 -0.1 -1.0
C 1.31042 -1.52546 0.41181 -2.9 -0.1 1.4
C 0.39223 0.22549 -1.06078 -2.5 1.4 2.2
C -0.71991 1.25822 -1.03852 -2.2 -2.2 -2.6
H -0.44081 2.18973 -0.71017 0.8 2.2 1.1
H 1.06559 0.26696 -1.80825 2.3 -0.1 -2.7
H 0.76654 -2.51409 0.32848 0.9 1.0 -0.3
H 2.20472 -1.44770 -0.12600 1.6 -0.4 -0.3
H -1.06011 1.38315 -2.08142 -0.2 0.1 0.4
H 1.31927 -1.35197 1.52924 0.8 -0.2 -1.3
H -0.48040 1.24462 1.29410 0.1 -0.4 1.0
H -1.42317 -0.21280 2.12070 -0.2 0.2 0.1
```
Positions in Å, forces in eV/Å.

***

(3)
Here is a cluster of 2 separate species, C4H8O in total from OMol25. Energies are from ωB97M-V/def2-TZVPD.

## Properties
* molecular weight: 72.11 g mol⁻¹
* strongest force on any atom: 3.56 eV Å⁻¹
* total charge: -1
* HOMO energy (alpha / beta): 0.79 / -2.88 eV
* ΔE to the lowest compared entry with this formula, charge and spin: 46.8 kcal/mol
* total energy: -6321.7341 eV
* spin multiplicity: 2
* lowest unoccupied orbital energy (alpha / beta): 4.03 / 3.96 eV

Structure (XYZ):
```
13
Properties=species:S:1:pos:R:3:forces:R:3
O 1.80622 -1.39841 0.78818 1.0 -0.1 -1.1
C 0.74101 -1.24432 1.45096 1.1 0.0 2.1
C -0.83359 1.78498 0.28346 0.7 -2.3 -2.5
C -1.12177 0.12972 -1.81188 -3.0 1.1 1.3
C -0.37398 0.78262 -0.63280 -0.2 2.8 2.2
H -1.90642 1.96287 0.37131 0.1 0.1 -0.4
H -2.03220 -0.56268 -1.55498 1.7 1.2 0.0
H -0.44669 -0.47697 -2.36195 0.6 -0.3 -0.7
H -1.60298 0.97335 -2.42933 0.9 -1.3 0.5
H 0.70144 0.50958 -0.64693 -0.7 0.3 0.3
H 0.84171 -1.06508 2.56119 -0.5 0.0 -0.6
H -0.22052 -1.30616 1.02934 -1.6 -0.1 -0.5
H -0.25410 2.43442 0.98751 0.0 -1.3 -0.8
```
Positions in Å, forces in eV/Å.

***

(4)
Here is an isolated molecule of C4H8O from OMol25. Energies are from ωB97M-V/def2-TZVPD.

## Properties
* molecular weight: 72.11 g mol⁻¹
* strongest force on any atom: 6.03 eV Å⁻¹
* total charge: 0
* HOMO energy: -9.17 eV
* ΔE to the lowest compared entry with this formula, charge and spin: 97.0 kcal/mol
* SMILES: C=CCCO
* total energy: -6320.9633 eV
* spin multiplicity: 1
* lowest unoccupied orbital energy: 0.86 eV

Structure (XYZ):
```
13
Properties=species:S:1:pos:R:3:forces:R:3
O 0.33846 -1.06298 -1.97269 3.2 5.1 -0.2
C -0.61118 0.77920 0.27528 0.0 2.7 2.1
C 0.16925 -1.46188 -0.58893 0.2 -2.5 -2.6
C -0.73666 1.87532 1.29388 -0.7 -3.2 -3.2
C 0.42392 -0.37468 0.37142 1.3 2.7 -0.2
H -0.81861 -1.96129 -0.62874 0.0 0.8 0.6
H -1.60571 2.59809 0.94289 2.2 -1.1 1.4
H 1.14752 -0.17257 -1.98680 -3.8 -4.3 0.1
H 1.40537 0.12978 0.00028 -1.2 -0.8 0.4
H -0.15713 1.93462 2.40113 -1.8 -0.3 -3.6
H 0.84112 -2.33500 -0.63943 0.2 0.3 1.6
H -1.12251 0.71108 -0.84411 0.9 0.8 3.3
H 0.72615 -0.65970 1.37582 -0.6 -0.3 0.2
```
Positions in Å, forces in eV/Å.